# 1
{
  "formula": "C21H42HgN3O8",
  "method": "ωB97M-V with the def2-TZVPD basis set",
  "elements": ["H", "H", "C", "C", "H", "C", "C", "C", "O", "O", "H", "C", "C", "H", "H", "H", "H", "H", "H", "H", "H", "H", "H", "O", "C", "C", "O", "C", "H", "H", "H", "H", "H", "H", "C", "H", "H", "H", "O", "H", "N", "H", "H", "C", "H", "C", "C", "H", "H", "O", "H", "H", "C", "C", "O", "H", "C", "H", "O", "H", "Hg", "H", "H", "C", "H", "C", "H", "H", "H", "C", "N", "H", "N", "H", "C"],
  "xyz": [[-15.06071, -0.42185, 9.00751], [-12.91241, -5.20736, 7.55004], [-12.58500, -2.27190, 13.91486], [-13.79074, -3.89998, 16.07574], [-20.36238, -3.15655, 11.27022], [-10.89260, -5.79705, 9.09342], [-15.23336, -2.30287, 6.78028], [-19.30838, -3.00150, 11.03970], [-10.23616, -5.86835, 10.34125], [-15.25794, -4.80523, 14.50975], [-16.69746, -6.18616, 7.71429], [-15.94985, -2.26476, 8.13555], [-19.47167, -0.72694, 10.39838], [-15.61393, -1.56090, 6.07832], [-19.00064, -3.03146, 9.99447], [-12.54735, -5.51743, 10.88766], [-18.37182, -6.54274, 8.48592], [-19.68752, -3.30330, 13.90728], [-14.13598, -6.22797, 7.77706], [-18.09394, -3.77066, 14.35134], [-15.48452, -3.28563, 6.38126], [-17.12487, -2.75357, 11.71064], [-14.12316, -6.84705, 12.20972], [-18.84164, -1.68121, 11.29168], [-15.94890, -7.60842, 11.60073], [-14.25578, -3.97296, 14.79654], [-12.05527, -2.83651, 17.44115], [-16.96085, -7.77599, 12.72817], [-14.16750, -2.30809, 7.00831], [-16.38895, -8.07992, 13.60489], [-17.28357, -8.12450, 10.02638], [-15.67864, -7.91627, 9.44906], [-9.28967, -4.06117, 10.31715], [-20.54851, -0.62913, 10.53601], [-17.38818, -6.07758, 8.55048], [-16.09766, -0.19564, 7.74119], [-17.55125, -5.00239, 8.47651], [-16.68302, -0.72077, 9.45216], [-14.02892, -3.23587, 12.41913], [-12.56333, -6.70043, 7.03806], [-13.17149, -5.37145, 10.10712], [-14.06108, -4.63064, 16.82370], [-16.65928, -3.74096, 12.86098], [-13.60053, -3.13618, 13.67831], [-8.52764, -5.26631, 11.26572], [-13.05214, -6.23263, 7.89265], [-16.40123, -7.49633, 10.14879], [-12.78914, -4.45866, 9.90533], [-18.27062, -2.20652, 13.55861], [-16.63669, -6.16117, 9.72190], [-16.99391, -2.50641, 7.93645], [-19.35942, -0.89001, 9.32651], [-18.64875, -3.22848, 13.58563], [-15.99110, -0.83478, 8.61769], [-11.07092, -1.44716, 15.41724], [-15.31532, -6.19143, 12.94479], [-11.99793, -2.19509, 15.19041], [-15.32646, -8.50302, 11.61944], [-15.50368, -3.16409, 9.05611], [-8.21873, -5.30377, 9.67696], [-15.29185, -4.60752, 10.75061], [-10.31874, -6.35436, 8.35302], [-18.92235, -4.79834, 12.09695], [-18.52568, -3.78463, 12.15306], [-17.48186, -6.83470, 12.90319], [-12.60557, -3.08974, 16.36913], [-11.00826, -4.79436, 8.68192], [-19.10023, 0.25062, 10.70579], [-12.42478, -7.27507, 9.59736], [-9.07252, -5.12922, 10.33169], [-17.07552, -3.73577, 11.94075], [-12.12854, -1.74840, 13.08783], [-15.06879, -6.54120, 12.02992], [-17.63805, -8.59121, 12.47335], [-12.35821, -6.24655, 9.24268]],
  "lowdin_spin": [0.000, 0.003, 0.000, 0.000, 0.009, 0.008, 0.014, 0.024, 0.009, 0.002, 0.031, 0.004, 0.006, 0.001, 0.005, 0.001, 0.064, 0.002, 0.010, 0.000, 0.008, 0.000, 0.008, 0.003, 0.038, 0.000, 0.000, 0.049, 0.001, 0.006, 0.057, 0.054, 0.000, 0.002, 0.160, 0.000, 0.007, 0.000, 0.000, 0.020, 0.001, 0.000, 0.000, 0.000, 0.000, 0.069, 0.126, 0.000, 0.000, 0.040, 0.004, 0.003, 0.003, 0.001, 0.000, 0.000, 0.000, 0.033, 0.002, 0.001, 0.008, 0.005, 0.010, 0.007, 0.002, 0.000, 0.001, 0.000, 0.021, 0.004, 0.000, 0.000, 0.003, 0.029, 0.016],
  "total_charge": -2,
  "spin_multiplicity": 2,
  "e_tot_ha": -1744.69759,
  "lumo_ev": [4.28, 4.23],
  "orbital_gap_ev": [1.99, 5.97],
  "s_squared": 0.750,
  "e_above_lowest_kcal_mol": 11.1
}

# 2
{
  "formula": "C21H42N3O7PS",
  "method": "ωB97M-V with the def2-TZVPD basis set",
  "elements": ["C", "O", "H", "O", "S", "H", "H", "H", "C", "H", "C", "H", "O", "H", "H", "H", "C", "H", "C", "H", "H", "H", "N", "H", "H", "N", "H", "H", "H", "H", "C", "H", "H", "O", "C", "H", "H", "C", "C", "H", "H", "H", "C", "C", "H", "C", "H", "H", "C", "C", "H", "H", "H", "C", "H", "C", "C", "O", "H", "C", "C", "H", "O", "O", "H", "N", "H", "H", "P", "H", "C", "H", "H", "H", "C"],
  "xyz": [[-0.72339, 1.09923, 5.03286], [-2.14604, -3.54772, 1.18452], [2.81559, -0.83208, -7.05323], [-1.54282, -1.98603, -4.45485], [-2.70850, 2.82859, -2.02076], [3.35331, 2.21379, -7.20341], [-0.11281, 3.84257, 6.06070], [-0.54472, 2.89721, 3.25935], [-1.28559, -0.46415, -1.19108], [3.68769, -1.99704, -1.42427], [-1.51301, 2.96629, 3.76456], [-2.98273, -1.65606, -0.24032], [-1.83967, 1.77306, 4.45901], [2.00228, 1.61989, -8.22617], [-0.05806, -2.55904, 1.53323], [0.45762, 0.55387, 1.09476], [1.48689, 0.07323, 0.94057], [1.58328, -0.76543, -4.80897], [1.05878, 0.95229, -5.97419], [1.96721, 1.11738, -3.46184], [1.19456, -0.67859, 3.02374], [2.47455, -3.27603, -0.93682], [-0.62481, 0.89350, -1.33344], [0.42050, 0.94314, 6.83594], [-3.32721, 0.11238, -0.54361], [2.70663, 0.84978, -4.11044], [1.26483, 2.91937, 5.44262], [2.05986, -1.92302, 1.99865], [-1.05977, 0.07162, 5.20676], [2.19392, 3.35038, -7.88529], [2.89792, -2.26620, -0.62330], [-1.46413, -3.35582, -1.30746], [-2.08180, 2.43680, 6.79684], [-1.96843, -0.63383, -2.49097], [-0.25292, 1.67929, 6.38314], [0.10250, 1.03769, 4.31300], [-1.85480, -5.13894, 2.08623], [3.22020, -0.42925, -6.12019], [-2.50624, -0.61230, -0.17236], [-2.28496, 3.14037, 3.01052], [2.21879, 0.96161, 0.82662], [-1.52684, 3.81625, 4.44876], [-1.21064, -1.50308, -3.36742], [2.10612, 0.10346, -5.22361], [3.75815, -1.23759, -5.61665], [-1.46329, 1.71932, -1.90563], [-1.76415, 0.90780, 1.34782], [-1.84102, 0.99893, 7.46402], [-0.11581, -1.56438, -1.22108], [-1.11434, -4.80037, 1.29978], [3.45535, -2.27431, 0.36969], [-1.40153, -0.81261, 1.86357], [3.95987, 0.33299, -6.37069], [-2.18417, -0.17129, 1.33364], [-5.22550, -0.79292, 1.52682], [2.30214, 2.34724, -7.46573], [-0.43648, -3.08930, -0.89035], [-4.73333, 0.05238, 1.57814], [0.38631, -3.83349, -1.12496], [0.53044, 2.98209, 6.25097], [-3.48176, -0.13805, 2.29402], [0.68671, 0.43360, -6.86606], [1.49389, 2.26869, -6.30400], [0.03836, -1.61450, -2.69444], [0.19702, 1.08628, -5.31206], [-1.38025, 1.89256, 7.29993], [-0.27558, -4.64822, 2.11459], [2.95696, -0.33425, 2.58729], [1.61228, -0.83926, -0.75301], [3.03463, 1.74118, -4.48433], [-0.73420, -3.22661, 0.79964], [1.07403, 3.19296, 7.17608], [-3.37584, 0.70039, 3.07655], [-3.60664, -1.10994, 2.90385], [1.99467, -0.79773, 2.19418]],
  "lowdin_charge": [-0.201, -0.195, 0.078, 0.135, 0.685, 0.073, 0.065, 0.092, -0.372, 0.047, -0.101, 0.136, -0.221, 0.090, 0.140, 0.045, -0.399, 0.122, -0.196, 0.048, 0.057, 0.036, 0.078, 0.135, 0.124, 0.042, 0.078, 0.049, 0.123, 0.086, -0.271, 0.139, 0.071, -0.007, -0.428, 0.102, 0.123, -0.072, -0.076, 0.089, 0.079, 0.077, -0.374, -0.427, 0.074, -0.577, 0.110, 0.073, -0.449, -0.060, 0.034, 0.091, 0.062, -0.146, 0.095, -0.110, -0.033, -0.111, 0.116, -0.072, -0.219, 0.121, -0.191, -0.079, 0.117, 0.038, 0.064, 0.078, 1.028, 0.069, -0.157, 0.078, 0.109, 0.128, -0.184],
  "spin_multiplicity": 1,
  "e_tot_ha": -2255.41936,
  "smiles": "CCP(C)[C@]1(C[C@@H]2CO2)OC(=O)O[C@]1(CCCO)N=C=S.COC[C@@H](C)N.COC[C@@H](C)N",
  "lumo_ev": -0.51,
  "orbital_gap_ev": 7.85
}